[1]
This record from the OMol25 dataset describes C4H14N2O as an isolated structure. The level of theory is ωB97M-V/def2-TZVPD.

CARTESIAN COORDINATES (ANGSTROEM)
N 1.192 2.153 -1.199
C 1.423 -0.396 -1.294
C 0.479 -1.001 -0.300
C -0.977 -0.453 -0.364
C -1.112 0.789 0.499
N -0.759 0.428 1.902
H -1.260 -0.186 -1.393
H 1.862 2.870 -0.891
H 1.345 -0.628 -2.351
H 1.307 0.797 -1.093
H 2.446 -0.564 -0.953
H 0.852 -0.808 0.703
H 0.387 -2.101 -0.389
H -1.704 -1.173 0.009
H -0.444 1.625 0.246
H -2.153 1.112 0.401
H -0.745 -0.632 1.947
H -1.406 0.852 2.552
H -1.195 -2.834 2.341
H 1.127 2.361 -2.201
O -0.664 -2.211 1.827

Calculated values
Spin multiplicity = 1
HOMO-LUMO gap = 3.810 eV

---

[2]
This record from the OMol25 dataset describes an isolated ion of composition C5H11NO2PS and charge +1. The level of theory is ωB97M-V/def2-TZVPD.

CARTESIAN COORDINATES (ANGSTROEM)
C 1.163 2.078 1.646
C 0.983 1.908 0.160
C -0.913 -0.200 -0.928
C -0.479 -2.703 -0.792
C 0.085 -1.274 -0.567
N 1.214 0.683 2.338
O -4.421 -0.324 -2.391
O -2.079 -0.520 -1.399
P -3.154 0.276 -2.566
S -0.641 1.437 -0.618
H 2.134 2.561 1.777
H 0.495 2.573 2.209
H 1.004 2.949 -0.271
H 1.828 1.284 -0.369
H -1.264 -3.012 -0.086
H 0.211 -3.461 -0.672
H -0.780 -2.741 -1.790
H 0.940 -1.021 -1.209
H 0.304 -1.311 0.438
H 1.953 0.123 1.806
H 1.416 0.693 3.282

Calculated values
Spin multiplicity = 1
Net charge = +1
HOMO-LUMO gap = 7.971 eV

---

[3]
This record from the OMol25 dataset describes C30H49BrFGe2N3O4PSc as an isolated structure. The level of theory is ωB97M-V/def2-TZVPD.

CARTESIAN COORDINATES (ANGSTROEM)
Sc 1.210 0.396 1.113
N 2.293 0.029 3.262
C 3.752 0.201 3.274
C 4.099 1.269 2.251
N 3.623 0.816 0.937
H 1.831 0.816 3.731
H 2.010 -0.797 3.791
H 4.206 -0.752 2.980
H 4.138 0.463 4.266
H 5.175 1.480 2.256
H 3.580 2.202 2.493
H 4.257 0.114 0.556
H 3.629 1.591 0.274
C 0.298 -1.311 -4.767
Ge 0.093 -1.604 -2.836
C 1.049 -3.239 -2.351
C -1.798 -1.852 -2.379
Ge 0.900 0.426 -1.722
C -0.409 1.861 -2.040
C -0.278 3.150 -1.522
C -1.170 4.153 -1.867
C -2.214 3.891 -2.740
C -2.370 2.615 -3.254
C -1.480 1.611 -2.900
C 2.605 1.104 -2.428
C 3.090 2.373 -2.113
C 4.267 2.847 -2.670
C 4.977 2.061 -3.564
C 4.504 0.803 -3.898
C 3.333 0.329 -3.329
H -0.341 -2.026 -5.283
H 1.323 -1.476 -5.087
H 0.006 -0.308 -5.066
H 0.631 -4.053 -2.940
H 0.898 -3.473 -1.297
H 2.116 -3.184 -2.552
H -1.949 -2.881 -2.057
H -2.427 -1.674 -3.248
H -2.103 -1.187 -1.580
H 0.508 3.375 -0.816
H -1.049 5.143 -1.451
H -2.905 4.674 -3.012
H -3.184 2.397 -3.930
H -1.644 0.626 -3.308
H 2.539 3.013 -1.436
H 4.623 3.835 -2.418
H 5.889 2.432 -4.007
H 5.045 0.192 -4.605
H 2.988 -0.660 -3.599
F 1.401 2.226 0.955
C -4.131 -1.354 3.387
C -3.190 -2.033 2.414
C -3.691 -1.985 0.985
C -2.873 -3.456 2.846
O -1.891 -1.356 2.481
P -1.405 -0.026 1.818
O -0.246 0.520 2.646
O -0.756 -0.286 0.454
O -2.676 0.858 1.765
C -2.897 2.288 1.452
C -1.612 3.058 1.651
C -3.973 2.715 2.432
C -3.373 2.322 0.013
H -5.072 -1.900 3.417
H -4.337 -0.331 3.088
H -3.705 -1.351 4.387
H -4.609 -2.566 0.912
H -2.957 -2.416 0.310
H -3.909 -0.967 0.665
H -3.788 -4.038 2.907
H -2.401 -3.460 3.827
H -2.211 -3.934 2.128
H -1.250 2.976 2.674
H -1.820 4.108 1.439
H -0.824 2.734 0.967
H -3.627 2.621 3.458
H -4.872 2.115 2.307
H -4.232 3.755 2.250
H -2.591 1.986 -0.665
H -3.645 3.341 -0.259
H -4.249 1.689 -0.112
Br 3.854 -2.066 -0.857
C 2.697 -2.820 0.426
C 2.808 -4.192 0.622
C 1.948 -4.799 1.514
C 1.014 -4.012 2.174
C 0.990 -2.658 1.911
N 1.817 -2.043 1.048
H 3.548 -4.753 0.073
H 2.003 -5.864 1.684
H 0.313 -4.430 2.877
H 0.262 -2.030 2.415

Calculated values
Spin multiplicity = 2
Net charge = +1
Expectation value of S² = 0.7532
HOMO-LUMO gap (alpha / beta) = 7.602 / 7.230 eV

---

| no. | strongest force on any atom (eV/Å) | DFT total energy (hartree) |
| --- | --- | --- |
| 1 | 2.948 | -345.2546 |
| 2 | 5.637 | -1141.5984 |
| 3 | 1.655 | -9567.7348 |